Computed, not measured: a structure of composition C33H34Br2FeN8O4 at a distorted geometry, with the ωB97M-V functional and the def2-TZVPD basis.

Last column: Mulliken spin population.
Positions of all 82 atoms, in Å:
Fe: -0.619 0.267 -0.336  4.1465
Br: -3.008 4.822 4.410  0.0006
C: -2.346 3.621 3.120  0.0011
C: -0.982 3.528 2.854  0.0030
C: -0.573 2.621 1.894  0.0138
N: -1.421 1.845 1.222  0.0824
C: -2.723 1.932 1.463  0.0280
C: -3.228 2.812 2.407  0.0048
C: -3.562 1.075 0.601  0.0233
C: -4.944 1.011 0.727  0.0014
C: -5.683 0.277 -0.193  -0.0015
Br: -7.558 0.181 -0.048  -0.0001
C: -5.012 -0.370 -1.226  0.0022
C: -3.634 -0.287 -1.250  -0.0034
N: -2.906 0.394 -0.364  0.0066
H: -0.269 4.145 3.379  -0.0002
H: 0.476 2.516 1.649  0.0009
H: -4.284 2.901 2.603  0.0002
H: -5.466 1.528 1.516  0.0010
H: -5.553 -0.922 -1.980  0.0009
H: -3.090 -0.779 -2.045  -0.0197
C: 3.375 -0.104 -2.738  0.0042
C: 3.128 0.526 -3.949  -0.0011
C: 1.911 1.160 -4.136  0.0031
C: 0.965 1.150 -3.115  0.0328
N: 1.185 0.475 -1.980  0.0368
C: 2.362 -0.119 -1.795  0.0126
C: -0.272 1.949 -3.159  0.0081
C: -0.604 2.767 -4.233  0.0035
C: -1.698 3.612 -4.138  0.0001
C: -2.430 3.624 -2.963  0.0039
C: -2.059 2.754 -1.952  0.0148
N: -1.022 1.925 -2.047  0.0702
H: 4.331 -0.563 -2.536  0.0000
H: 3.880 0.551 -4.726  0.0001
H: 1.717 1.671 -5.066  0.0000
H: 2.501 -0.598 -0.833  -0.0057
H: -0.012 2.770 -5.134  -0.0001
H: -1.963 4.258 -4.963  0.0001
H: -3.271 4.288 -2.830  0.0002
H: -2.612 2.731 -1.026  0.0044
N: 2.273 -3.757 -0.094  0.0010
C: 0.920 -3.105 -0.246  -0.0155
C: 0.010 -3.585 0.867  0.0029
C: -1.376 -2.946 0.738  -0.0287
N: -1.341 -1.522 1.018  0.1703
C: -1.971 -3.173 -0.645  0.0198
C: -1.026 -2.755 -1.777  -0.0058
N: -0.884 -1.266 -1.850  0.1421
C: 0.345 -3.429 -1.614  -0.0008
H: 2.703 -3.508 0.803  0.0002
H: 2.908 -3.485 -0.849  0.0000
H: 2.182 -4.779 -0.118  0.0000
H: 1.048 -2.023 -0.160  0.0482
H: 0.431 -3.319 1.839  0.0006
H: -0.117 -4.670 0.829  -0.0001
H: -2.010 -3.453 1.474  0.0101
H: -0.704 -1.340 1.823  -0.0206
H: -2.265 -1.194 1.287  0.0068
H: -2.917 -2.634 -0.730  -0.0005
H: -2.193 -4.235 -0.759  -0.0014
H: -1.461 -3.130 -2.710  0.0034
H: -1.772 -0.888 -2.171  -0.0137
H: -0.206 -1.032 -2.572  0.0110
H: 1.021 -3.095 -2.408  -0.0012
H: 0.205 -4.507 -1.724  0.0000
O: 0.681 -1.117 2.693  0.0090
C: 1.402 -0.294 2.114  -0.0228
O: 1.131 0.220 0.963  0.1856
C: 2.718 0.073 2.740  0.0185
C: 3.659 0.818 2.033  0.0045
C: 4.898 1.073 2.594  -0.0003
C: 5.168 0.579 3.858  0.0000
C: 4.238 -0.142 4.589  0.0011
C: 3.002 -0.397 4.020  -0.0041
N: 6.504 0.831 4.455  0.0000
O: 7.273 1.489 3.791  0.0000
O: 6.702 0.346 5.545  0.0001
H: 3.410 1.194 1.050  0.0002
H: 5.647 1.648 2.071  0.0001
H: 4.490 -0.489 5.580  -0.0001
H: 2.251 -0.952 4.563  0.0000

Electronic energy   -229331.590 eV
Net charge   +3
Spin multiplicity   6
HOMO-LUMO gap (alpha / beta)   7.86 / 6.21 eV
LUMO (alpha / beta)   -8.34 / -9.99 eV
Molar mass   822.340 g/mol